Entry i
DFT (ωB97M-V with the def2-TZVPD basis set) results for a 3-piece molecular cluster, C3H11NO3 overall.

Computed properties:
LUMO energy = 0.97 eV
Orbital gap = 10.47 eV
SMILES = CCNC=O.O.O

Geometry as ORCA input:
```
! wB97M-V def2-TZVPD RIJCOSX def2/J DEFGRID3
* xyz 0 1
C 2.48 0.60 -1.06
C 1.16 1.29 -1.22
N 0.06 0.54 -0.60
C -1.19 0.15 -1.12
O -2.06 -0.45 -0.43
H 2.30 -0.42 -0.61
H 2.84 0.62 -2.13
H 3.20 1.20 -0.48
H 1.03 1.33 -2.32
H 1.09 2.41 -0.88
H 0.44 -0.16 0.10
H -1.26 0.52 -2.20
O -2.89 -1.04 2.43
H -2.74 -0.34 1.87
H -3.74 -0.86 2.70
O -0.01 -1.65 1.69
H -0.94 -1.88 1.69
H 0.22 -1.85 2.58
*
```

=====

Entry ii
DFT (ωB97M-V with the def2-TZVPD basis set) results for a 4-piece molecular cluster, C3H11NO3 overall.

Computed properties:
LUMO energy = -3.90 eV
Orbital gap = 4.18 eV

Geometry as ORCA input:
```
! wB97M-V def2-TZVPD RIJCOSX def2/J DEFGRID3
* xyz 0 1
C -1.20 1.73 0.13
C -0.10 2.01 0.96
C -0.69 0.91 -1.13
N -1.49 0.17 -0.20
H -2.12 2.27 -0.06
H 0.11 1.25 1.72
H 0.42 2.96 0.99
H 0.38 0.75 -1.17
H -1.19 0.94 -2.10
H -0.84 -0.37 0.40
H -1.02 -2.85 1.09
O -0.58 -2.01 1.05
H 1.84 -0.65 -0.16
H 1.54 0.74 0.44
O 2.21 0.28 -0.04
H 0.14 -2.03 0.32
H 1.36 -2.80 -0.77
O 1.10 -1.87 -0.89
*
```

=====

Going by the energies, entry i is most stable and the next is 6.045 eV up.